(1)
Molecular formula: C2H2AuO2
Method: DFT, ωB97M-V/def2-TZVPD

CARTESIAN COORDINATES (ANGSTROEM)
1 C -0.850 0.322 0.141
2 C -0.503 1.490 -0.007
3 O 2.441 -0.296 -0.171
4 Au 1.236 -1.578 0.028
5 H -0.557 2.566 -0.027
6 O -0.507 -0.967 0.134
7 H -1.259 -1.537 -0.099

Computed properties:
Multiplicity: 4
Total charge: +2
⟨S²⟩: 3.77
E_LUMO (alpha / beta) (eV): -11.862 / -15.644

=====

(2)
Molecular formula: C2H2BO3
Method: DFT, ωB97M-V/def2-TZVPD

CARTESIAN COORDINATES (ANGSTROEM)
1 B 1.023 -0.021 -0.053
2 C -0.346 -0.814 0.127
3 C -1.032 0.532 0.075
4 O 0.038 1.277 -0.047
5 O -0.912 -2.000 0.033
6 O -2.189 0.890 0.051
7 H 1.879 0.117 0.943
8 H 1.540 0.019 -1.129

Computed properties:
Multiplicity: 1
Total charge: -1
E_LUMO (eV): 3.928

=====

(3)
Molecular formula: C2H2Br2F3N
Method: DFT, ωB97M-V/def2-TZVPD

CARTESIAN COORDINATES (ANGSTROEM)
1 C -0.606 0.611 0.560
2 C -0.930 -0.398 -0.518
3 N 2.042 0.286 0.465
4 F -0.823 0.349 1.842
5 F -2.228 -0.340 -0.864
6 F -0.242 -0.223 -1.634
7 Br -0.876 2.326 0.031
8 Br -0.535 -2.222 0.223
9 H 2.348 0.315 -0.503
10 H 1.851 -0.706 0.399

Computed properties:
Multiplicity: 1
E_LUMO (eV): -1.991

=====

(4)
Molecular formula: C2H2Br3I
Method: DFT, ωB97M-V/def2-TZVPD

CARTESIAN COORDINATES (ANGSTROEM)
1 C -0.530 0.082 0.570
2 C 0.385 0.317 -0.632
3 Br 0.026 -1.496 1.573
4 Br -2.263 -0.369 -0.051
5 Br 0.672 -1.324 -1.624
6 I 2.321 0.817 0.189
7 H -0.735 0.863 1.177
8 H 0.124 1.110 -1.202

Computed properties:
Multiplicity: 3
⟨S²⟩: 2.01
E_LUMO (alpha / beta) (eV): 0.346 / -3.849

=====

(5)
Molecular formula: C2H2Br6
Method: DFT, ωB97M-V/def2-TZVPD

CARTESIAN COORDINATES (ANGSTROEM)
1 C -1.309 0.999 1.721
2 Br -1.792 2.841 1.627
3 Br -2.818 -0.103 2.205
4 Br 0.178 0.708 2.904
5 H -0.987 0.674 0.742
6 C 1.455 -1.047 -1.772
7 Br 1.950 -1.221 -3.616
8 Br 0.128 -2.343 -1.264
9 Br 0.864 0.733 -1.379
10 H 2.329 -1.240 -1.167

Computed properties:
Multiplicity: 1
E_LUMO (eV): -0.126

=====

(6)
Molecular formula: C2H2BrCl3
Method: DFT, ωB97M-V/def2-TZVPD

CARTESIAN COORDINATES (ANGSTROEM)
1 C -0.461 0.541 -0.360
2 C 0.715 -0.242 0.068
3 Cl -2.048 -0.373 -0.376
4 Cl -0.643 2.061 0.549
5 Cl 0.191 -1.299 2.094
6 Br 1.278 -1.572 -1.002
7 H -0.462 0.605 -1.569
8 H 1.429 0.278 0.595

Computed properties:
Multiplicity: 1
E_LUMO (eV): -1.672

=====

(7)
Molecular formula: C2H2BrClNO2
Method: DFT, ωB97M-V/def2-TZVPD

CARTESIAN COORDINATES (ANGSTROEM)
1 C -0.014 -2.481 1.345
2 C 0.664 0.711 1.604
3 N 0.726 -1.576 0.691
4 O -1.008 -2.046 1.981
5 O 0.318 -3.656 1.033
6 Cl 2.062 -1.710 -0.319
7 Br 1.572 1.484 0.179
8 H 1.351 0.656 2.409
9 H -0.353 0.706 1.881

Computed properties:
Multiplicity: 1
Total charge: -1
E_LUMO (alpha / beta) (eV): 3.083 / 2.970

=====

(8)
Molecular formula: C2H2BrF2I
Method: DFT, ωB97M-V/def2-TZVPD

CARTESIAN COORDINATES (ANGSTROEM)
1 C 0.225 0.947 0.779
2 C -0.925 -1.380 -0.434
3 F 0.764 0.727 2.054
4 F -0.919 1.658 0.912
5 Br -1.217 -0.953 -2.150
6 I -2.609 -1.694 0.800
7 H 0.813 1.318 0.065
8 H -0.096 -2.076 -0.245

Computed properties:
Multiplicity: 1
E_LUMO (alpha / beta) (eV): -0.079 / -0.717

=====

(9)
Molecular formula: C2H2BrF2NO
Method: DFT, ωB97M-V/def2-TZVPD

CARTESIAN COORDINATES (ANGSTROEM)
1 N -1.424 0.150 -0.017
2 C -0.137 0.644 0.077
3 O 0.208 1.801 0.019
4 C 0.944 -0.416 0.017
5 F 0.499 -1.686 0.076
6 F 1.674 -0.308 -1.110
7 Br 2.130 -0.307 1.610
8 H -1.658 -0.663 -0.598
9 H -2.236 0.783 -0.074

Computed properties:
Multiplicity: 1
E_LUMO (eV): 0.287
SMILES: NC(=O)C(F)(F)Br

=====

(10)
Molecular formula: C2H2BrFO
Method: DFT, ωB97M-V/def2-TZVPD

CARTESIAN COORDINATES (ANGSTROEM)
1 C 0.792 0.633 0.716
2 C -0.084 -0.823 0.599
3 O 1.822 0.765 0.200
4 F -1.367 -0.677 1.027
5 Br 0.983 -1.514 2.123
6 H 0.207 1.279 1.321
7 H 0.205 -1.387 -0.200

Computed properties:
Multiplicity: 3
⟨S²⟩: 2.01
E_LUMO (alpha / beta) (eV): 0.672 / -3.182

=====

(11)
Molecular formula: C2H2BrI
Method: DFT, ωB97M-V/def2-TZVPD

CARTESIAN COORDINATES (ANGSTROEM)
1 C -0.508 1.242 0.640
2 C -0.021 1.853 -0.263
3 Br 1.091 1.720 -1.704
4 H -1.145 0.741 1.362
5 I 0.500 -1.936 -0.140
6 H 0.084 -3.620 0.105

Computed properties:
Multiplicity: 1
E_LUMO (eV): -0.030
SMILES: C#CBr.I

=====

(12)
Molecular formula: C2H2BrIO
Method: DFT, ωB97M-V/def2-TZVPD

CARTESIAN COORDINATES (ANGSTROEM)
1 C 0.296 -0.698 -0.243
2 C -0.539 0.296 0.312
3 O 0.497 -1.728 -0.651
4 Br -2.545 -0.094 -0.062
5 I 2.889 0.607 -0.244
6 H -0.322 1.178 -0.488
7 H -0.276 0.438 1.375

Computed properties:
Multiplicity: 1
E_LUMO (alpha / beta) (eV): -2.064 / -2.063

=====

(13)
Molecular formula: C2H2BrNO2
Method: DFT, ωB97M-V/def2-TZVPD

CARTESIAN COORDINATES (ANGSTROEM)
1 C 1.957 0.328 -1.511
2 C 2.465 0.032 -0.424
3 Br 2.771 -0.095 1.306
4 H 1.696 0.041 -2.450
5 O 0.190 1.689 2.109
6 N -0.667 1.145 1.435
7 O -0.751 -0.221 1.397
8 H -0.172 -0.929 1.777

Computed properties:
Multiplicity: 1
E_LUMO (eV): 0.061
SMILES: C#CBr.O=NO

=====

(14)
Molecular formula: C2H2BrNO2
Method: DFT, ωB97M-V/def2-TZVPD

CARTESIAN COORDINATES (ANGSTROEM)
1 O -1.948 -1.628 1.448
2 C -1.095 -0.878 1.278
3 O -1.206 -0.009 0.188
4 N -0.372 1.133 0.292
5 C 0.905 0.987 0.477
6 Br 1.875 2.549 0.910
7 H -0.216 -0.582 1.839
8 H 1.586 0.081 0.139

Computed properties:
Multiplicity: 1
E_LUMO (eV): 0.085
SMILES: O=CO/N=C/Br

=====

(15)
Molecular formula: C2H2BrO2S2
Method: DFT, ωB97M-V/def2-TZVPD

CARTESIAN COORDINATES (ANGSTROEM)
1 C -0.744 0.128 -0.365
2 C -1.760 1.173 0.090
3 O 0.329 0.427 -0.856
4 O -1.162 -1.121 -0.237
5 S -1.318 2.730 -0.051
6 S -3.287 0.588 0.578
7 Br 3.179 0.278 0.147
8 H 2.090 0.718 -0.533
9 H -2.114 -1.117 -0.094

Computed properties:
Multiplicity: 1
Total charge: -1
E_LUMO (eV): 3.189

=====

(16)
Molecular formula: C2H2BrO3P
Method: DFT, ωB97M-V/def2-TZVPD

CARTESIAN COORDINATES (ANGSTROEM)
1 C 1.461 0.692 -0.148
2 C -1.373 -0.507 0.493
3 O 0.218 -0.996 -1.710
4 O 0.587 -1.710 0.765
5 O -2.003 -0.848 1.430
6 P 0.372 -0.620 -0.263
7 Br -2.564 1.449 -0.444
8 H 1.826 1.171 0.780
9 H 1.477 1.370 -0.904

Computed properties:
Multiplicity: 1
Total charge: -2
E_LUMO (eV): 6.178

=====

(17)
Molecular formula: C2H2Cl2
Method: DFT, ωB97M-V/def2-TZVPD

CARTESIAN COORDINATES (ANGSTROEM)
1 C -0.083 0.586 0.564
2 C 0.062 -0.357 -0.377
3 Cl -1.037 -1.530 -0.793
4 Cl 1.665 -0.595 -1.145
5 H 0.557 1.337 0.737
6 H -1.164 0.559 1.014

Computed properties:
Multiplicity: 1
E_LUMO (eV): 0.786
SMILES: C=C(Cl)Cl

=====

(18)
Molecular formula: C2H2Cl2FNS
Method: DFT, ωB97M-V/def2-TZVPD

CARTESIAN COORDINATES (ANGSTROEM)
1 F 0.163 -0.218 2.485
2 C 0.517 -0.310 1.190
3 Cl 1.032 -2.017 0.899
4 Cl 2.082 0.649 1.005
5 C -0.484 0.255 0.233
6 N -0.226 0.096 -1.011
7 S -1.098 0.794 -2.250
8 H -1.148 0.986 0.643
9 H -0.838 -0.236 -3.193

Computed properties:
Multiplicity: 1
E_LUMO (eV): -0.261
SMILES: FC(Cl)(Cl)/C=N/S

=====

(19)
Molecular formula: C2H2Cl2O
Method: DFT, ωB97M-V/def2-TZVPD

CARTESIAN COORDINATES (ANGSTROEM)
1 O -1.450 0.994 0.664
2 C -0.359 0.771 0.222
3 Cl 0.902 1.997 0.185
4 C 0.087 -0.660 -0.143
5 Cl 1.395 -0.700 -1.321
6 H -0.821 -1.312 -0.452
7 H 0.245 -1.090 0.846

Computed properties:
Multiplicity: 1
E_LUMO (eV): 0.485
SMILES: O=C(Cl)CCl

=====

(20)
Molecular formula: C2H2Cl2O2S
Method: DFT, ωB97M-V/def2-TZVPD

CARTESIAN COORDINATES (ANGSTROEM)
1 O 2.622 0.407 0.733
2 S 1.402 0.493 -0.001
3 O 1.507 0.888 -1.354
4 C 0.235 -0.547 0.480
5 C -1.116 -0.285 -0.248
6 Cl -2.382 -1.351 0.261
7 Cl -1.693 1.380 -0.195
8 H 0.270 -0.365 1.508
9 H -0.846 -0.620 -1.184

Computed properties:
Multiplicity: 1
E_LUMO (alpha / beta) (eV): -1.755 / -1.755
SMILES: O=S(=O)=CC(Cl)Cl

=====

(21)
Molecular formula: C2H2Cl2O2S
Method: DFT, ωB97M-V/def2-TZVPD

CARTESIAN COORDINATES (ANGSTROEM)
1 C 0.762 -0.680 0.405
2 C -0.722 0.851 0.903
3 O 1.194 -1.814 -1.911
4 O -0.971 -0.585 -1.705
5 S 0.388 -0.803 -1.266
6 Cl -1.065 0.519 2.526
7 Cl 0.031 2.355 0.523
8 H 1.827 -0.488 0.529
9 H -1.444 0.646 -0.004

Computed properties:
Multiplicity: 1
E_LUMO (alpha / beta) (eV): -1.650 / -1.648

=====

(22)
Molecular formula: C2H2Cl2O2S
Method: DFT, ωB97M-V/def2-TZVPD

CARTESIAN COORDINATES (ANGSTROEM)
1 C 0.725 -0.539 0.423
2 C -1.504 -0.219 0.253
3 O 2.898 0.646 -0.596
4 O 0.752 0.835 -1.874
5 S 1.483 0.513 -0.675
6 Cl -2.248 -1.734 -0.016
7 Cl -2.055 0.577 1.616
8 H 1.271 -0.597 1.366
9 H -1.322 0.518 -0.497

Computed properties:
Multiplicity: 3
⟨S²⟩: 2.03
E_LUMO (alpha / beta) (eV): -1.143 / -2.685

=====

(23)
Molecular formula: C2H2Cl2O3
Method: DFT, ωB97M-V/def2-TZVPD

CARTESIAN COORDINATES (ANGSTROEM)
1 O -0.353 -1.957 -0.033
2 C -0.730 -0.813 -0.084
3 Cl -2.357 -0.424 -0.723
4 C 0.086 0.379 0.122
5 O 1.258 0.055 0.785
6 O 0.429 0.806 -1.116
7 Cl -0.833 1.650 1.106
8 H 1.219 -0.872 1.045
9 H 1.281 1.178 -1.102

Computed properties:
Multiplicity: 1
E_LUMO (eV): -0.160
SMILES: O=C(Cl)C(O)(O)Cl

=====

(24)
Molecular formula: C2H2Cl3NS
Method: DFT, ωB97M-V/def2-TZVPD

CARTESIAN COORDINATES (ANGSTROEM)
1 C 1.758 -0.855 1.139
2 C -1.351 1.288 0.096
3 N 1.717 0.307 0.737
4 S 2.046 -2.246 1.752
5 Cl -2.429 0.360 1.090
6 Cl -2.205 2.057 -1.212
7 Cl -0.764 -0.686 -1.605
8 H 0.307 -0.870 -2.212
9 H 0.919 0.645 0.214

Computed properties:
Multiplicity: 1
E_LUMO (eV): -1.366

=====

(25)
Molecular formula: C2H2Cl6
Method: DFT, ωB97M-V/def2-TZVPD

CARTESIAN COORDINATES (ANGSTROEM)
1 C 0.592 1.574 0.883
2 Cl -0.541 2.403 -0.255
3 Cl 0.859 2.683 2.208
4 Cl 2.132 1.253 0.054
5 H 0.156 0.659 1.284
6 C -0.729 -1.636 -0.940
7 Cl 0.081 -0.540 0.249
8 Cl -2.249 -2.383 -0.323
9 Cl 0.531 -2.882 -1.260
10 H -0.832 -1.130 -1.899

Computed properties:
Multiplicity: 1
E_LUMO (eV): 0.354

=====

(26)
Molecular formula: C2H2Cl6
Method: DFT, ωB97M-V/def2-TZVPD

CARTESIAN COORDINATES (ANGSTROEM)
1 C -2.001 -0.860 0.632
2 Cl -0.901 -2.232 0.988
3 Cl -2.088 0.203 2.073
4 Cl -3.649 -1.525 0.269
5 H -1.575 -0.275 -0.184
6 C 2.056 1.042 -0.707
7 Cl 1.949 0.480 0.909
8 Cl 0.549 0.689 -1.603
9 Cl 3.439 0.363 -1.595
10 H 2.220 2.117 -0.781

Computed properties:
Multiplicity: 2
Total charge: +1
⟨S²⟩: 0.75
E_LUMO (alpha / beta) (eV): -4.518 / -11.312

=====

(27)
Molecular formula: C2H2ClF
Method: DFT, ωB97M-V/def2-TZVPD

CARTESIAN COORDINATES (ANGSTROEM)
1 C 0.319 0.009 -0.001
2 C 1.625 0.086 0.012
3 F 2.123 1.831 -0.013
4 Cl 3.054 -0.627 0.005
5 H -0.047 -0.941 0.172
6 H -0.200 1.002 -0.223

Computed properties:
Multiplicity: 1
E_LUMO (eV): 0.477

=====

(28)
Molecular formula: C2H2ClF
Method: DFT, ωB97M-V/def2-TZVPD

CARTESIAN COORDINATES (ANGSTROEM)
1 F -1.989 -0.192 -0.145
2 C -0.570 -0.334 0.041
3 C 0.406 0.529 0.093
4 Cl 1.967 -0.256 -0.098
5 H -0.246 -1.289 0.289
6 H 0.431 1.541 -0.180

Computed properties:
Multiplicity: 1
E_LUMO (eV): 0.888
SMILES: F/C=C/Cl

=====

(29)
Molecular formula: C2H2ClF3
Method: DFT, ωB97M-V/def2-TZVPD

CARTESIAN COORDINATES (ANGSTROEM)
1 C -0.171 1.143 -0.814
2 C -0.387 0.604 1.231
3 F 1.051 0.982 -1.306
4 F -0.495 2.405 -0.986
5 F -1.410 -0.264 1.176
6 Cl -0.569 2.000 2.284
7 H -0.994 0.382 -1.224
8 H 0.576 0.117 1.413

Computed properties:
Multiplicity: 1
E_LUMO (eV): 0.958

=====

(30)
Molecular formula: C2H2ClF3S
Method: DFT, ωB97M-V/def2-TZVPD

CARTESIAN COORDINATES (ANGSTROEM)
1 C 0.320 0.306 0.035
2 C 0.011 1.203 -1.118
3 F 1.325 0.803 0.810
4 F 0.900 1.293 -2.100
5 F -1.205 1.070 -1.638
6 S -0.206 3.810 -0.178
7 Cl -1.277 4.668 -1.598
8 H -0.572 0.204 0.660
9 H 0.662 -0.678 -0.328

Computed properties:
Multiplicity: 1
E_LUMO (alpha / beta) (eV): -0.847 / -1.834

=====

(31)
Molecular formula: C2H2ClI
Method: DFT, ωB97M-V/def2-TZVPD

CARTESIAN COORDINATES (ANGSTROEM)
1 C 3.003 0.166 -2.324
2 C 3.411 -0.416 -1.373
3 Cl 3.938 -0.721 0.150
4 H 2.598 0.280 -3.319
5 I -1.877 -0.795 -1.607
6 H -0.676 -1.259 -0.618

Computed properties:
Multiplicity: 1
E_LUMO (eV): 0.461
SMILES: C#CCl.I

=====

(32)
Molecular formula: C2H2ClIO2P
Method: DFT, ωB97M-V/def2-TZVPD

CARTESIAN COORDINATES (ANGSTROEM)
1 C 1.185 0.183 -0.596
2 C 1.121 0.098 0.709
3 O -0.050 0.005 -1.217
4 O -0.232 -0.161 1.131
5 P -1.132 -0.304 -0.081
6 Cl -1.840 -2.123 0.094
7 I -2.941 1.272 0.022
8 H 1.905 0.512 -1.342
9 H 1.984 0.518 1.281

Computed properties:
Multiplicity: 1
Total charge: +1
E_LUMO (eV): -5.663

=====

(33)
Molecular formula: C2H2ClN
Method: DFT, ωB97M-V/def2-TZVPD

CARTESIAN COORDINATES (ANGSTROEM)
1 N 1.333 -1.696 0.508
2 C 0.583 -0.828 0.417
3 C -0.359 0.278 0.010
4 Cl 0.264 1.084 -1.522
5 H -1.394 -0.060 -0.124
6 H -0.426 1.223 0.710

Computed properties:
Multiplicity: 1
E_LUMO (eV): 0.374
SMILES: N#CCCl

=====

(34)
Molecular formula: C2H2ClN
Method: DFT, ωB97M-V/def2-TZVPD

CARTESIAN COORDINATES (ANGSTROEM)
1 C 0.828 -1.559 0.072
2 C -0.434 0.979 0.217
3 N 1.121 -2.523 -0.426
4 Cl -0.807 1.267 -1.316
5 H -1.236 0.774 0.831
6 H 0.527 1.062 0.622

Computed properties:
Multiplicity: 1
E_LUMO (alpha / beta) (eV): -3.046 / -3.046

=====

(35)
Molecular formula: C2H2ClN2O2
Method: DFT, ωB97M-V/def2-TZVPD

CARTESIAN COORDINATES (ANGSTROEM)
1 C 2.477 -0.500 -0.245
2 C 1.137 -0.128 0.312
3 N -2.172 -0.747 -0.909
4 N -1.757 -1.460 -0.094
5 O 3.271 -0.373 0.698
6 O 2.596 -0.729 -1.414
7 Cl 0.271 0.857 -0.776
8 H 0.848 0.201 1.400
9 H -1.313 -0.046 -1.412

Computed properties:
Multiplicity: 1
Total charge: -1
E_LUMO (alpha / beta) (eV): 3.606 / 3.630

=====

(36)
Molecular formula: C2H2ClN3O
Method: DFT, ωB97M-V/def2-TZVPD

CARTESIAN COORDINATES (ANGSTROEM)
1 C 0.350 -0.074 -0.238
2 C -1.378 -0.102 0.904
3 H 0.857 0.676 -2.312
4 H 2.344 -0.356 -1.171
5 N 1.341 0.156 -1.214
6 N 0.811 -0.079 0.969
7 N -1.038 -0.155 -0.317
8 O -0.388 -0.030 1.824
9 Cl -2.898 -0.036 1.555

Computed properties:
Multiplicity: 1
E_LUMO (eV): 0.483

=====

(37)
Molecular formula: C2H2ClN3O
Method: DFT, ωB97M-V/def2-TZVPD

CARTESIAN COORDINATES (ANGSTROEM)
1 N 1.715 -0.504 -0.118
2 C 0.465 0.036 0.015
3 N 0.155 1.321 0.033
4 O -1.232 1.318 -0.038
5 C -1.597 0.067 0.019
6 Cl -3.261 -0.180 -0.042
7 N -0.618 -0.780 0.030
8 H 1.791 -1.433 0.276
9 H 2.580 0.155 -0.174

Computed properties:
Multiplicity: 1
E_LUMO (eV): 0.810
SMILES: Nc1noc(Cl)n1

=====

(38)
Molecular formula: C2H2ClO2S
Method: DFT, ωB97M-V/def2-TZVPD

CARTESIAN COORDINATES (ANGSTROEM)
1 C 1.231 0.684 -0.551
2 C 2.194 1.252 0.119
3 O 3.037 1.843 0.729
4 O -3.145 -2.910 0.126
5 S -3.408 -1.537 0.660
6 Cl -1.428 -0.587 0.579
7 H 1.090 1.049 -1.629
8 H 0.429 0.205 -0.034

Computed properties:
Multiplicity: 1
Total charge: -1
E_LUMO (eV): 3.230

=====

(39)
Molecular formula: C2H2ClOP
Method: DFT, ωB97M-V/def2-TZVPD

CARTESIAN COORDINATES (ANGSTROEM)
1 C 0.706 -0.689 0.260
2 C 1.708 0.061 -0.039
3 O -0.411 -1.036 0.420
4 P -3.313 -0.510 -0.417
5 Cl -2.745 1.255 0.044
6 H 1.359 1.171 -0.084
7 H 2.694 -0.251 -0.184

Computed properties:
Multiplicity: 1
E_LUMO (alpha / beta) (eV): -0.873 / -0.886

=====

(40)
Molecular formula: C2H2CrO4
Method: DFT, ωB97M-V/def2-TZVPD

CARTESIAN COORDINATES (ANGSTROEM)
1 O 2.237 -2.015 0.718
2 C 1.475 -1.206 1.211
3 O 1.061 -0.997 2.333
4 O 0.854 -0.122 0.024
5 C -0.050 0.946 0.389
6 O -0.356 1.616 -0.760
7 Cr 0.727 0.499 -1.893
8 H 0.460 1.586 1.140
9 H -0.939 0.488 0.873

Computed properties:
Multiplicity: 6
Total charge: -1
⟨S²⟩: 8.77
E_LUMO (alpha / beta) (eV): 3.370 / 3.737